This record from the OMol25 dataset describes a structure of composition C78H157F21N8O16. The level of theory is ωB97M-V with the def2-TZVPD basis set.

Each line ends with the Löwdin charge.
Positions of all 280 atoms, in Å:
1 C 2.592 9.497 -2.824  -0.052
2 C 3.329 8.236 -2.509  -0.430
3 C 4.813 8.447 -2.321  -0.208
4 O 5.387 8.857 -3.536  -0.206
5 C 6.109 7.819 -4.241  -0.093
6 N 2.810 7.627 -1.278  0.071
7 H 2.930 8.277 -0.555  0.031
8 H 0.862 7.387 -1.155  0.091
9 H 3.310 6.795 -0.919  0.071
10 H 2.669 10.210 -1.963  0.100
11 H 1.554 9.206 -3.010  0.076
12 H 2.836 9.948 -3.804  0.092
13 H 3.136 7.572 -3.346  0.130
14 H 5.381 7.513 -2.012  0.125
15 H 5.065 9.275 -1.592  0.147
16 H 6.991 7.441 -3.767  0.050
17 H 6.416 8.249 -5.250  0.109
18 H 5.445 6.916 -4.334  0.088
19 C -0.062 -5.874 4.814  -0.059
20 C -1.052 -6.660 4.014  -0.457
21 C -2.262 -5.820 3.709  -0.292
22 O -2.670 -4.994 4.699  -0.156
23 C -3.667 -4.143 4.122  -0.076
24 N -0.607 -7.361 2.836  0.069
25 H -2.371 -6.068 -0.539  0.047
26 H 0.190 -7.940 3.126  0.088
27 H -0.259 -6.742 2.138  0.040
28 H 0.713 -6.516 5.218  0.072
29 H -0.480 -5.447 5.723  0.077
30 H 0.389 -5.095 4.195  0.068
31 H -1.351 -7.522 4.607  0.136
32 H -2.986 -6.568 3.403  0.104
33 H -2.069 -5.283 2.758  0.112
34 H -3.888 -3.398 4.902  0.104
35 H -4.539 -4.779 3.883  0.084
36 H -3.225 -3.684 3.197  0.090
37 C -7.567 -7.308 -2.942  -0.045
38 C -6.161 -6.748 -2.681  -0.174
39 N -5.851 -6.792 -1.308  -0.036
40 C -6.381 -6.032 -0.300  0.007
41 C -5.778 -6.463 0.828  -0.014
42 N -4.913 -7.478 0.505  -0.074
43 C -4.991 -7.648 -0.819  -0.055
44 C -3.903 -8.179 1.237  0.006
45 H -7.498 -8.412 -2.968  0.083
46 H -7.820 -6.948 -3.944  0.081
47 H -8.323 -6.868 -2.245  0.077
48 H -6.069 -5.729 -3.031  0.110
49 H -5.398 -7.353 -3.209  0.133
50 H -7.043 -5.175 -0.420  0.092
51 H -5.735 -6.072 1.875  0.136
52 H -4.427 -8.312 -1.430  0.143
53 H -4.317 -8.564 2.129  0.083
54 H -3.123 -7.460 1.584  0.082
55 H -3.435 -8.919 0.596  0.098
56 C 1.309 2.014 7.135  -0.063
57 C 1.055 1.012 6.021  -0.230
58 C 2.155 0.030 5.615  -0.085
59 N 2.013 -0.727 4.247  -0.269
60 C 2.029 0.199 3.135  -0.128
61 C 3.376 0.988 3.039  -0.119
62 C 4.549 0.003 3.034  -0.171
63 C 4.514 -1.072 4.108  -0.145
64 C 3.116 -1.739 4.124  -0.090
65 C 0.766 -1.494 4.166  0.015
66 H 1.544 1.444 8.058  0.088
67 H 0.469 2.574 7.328  0.048
68 H 2.226 2.629 6.994  0.093
69 H 0.673 1.431 5.064  0.094
70 H 0.241 0.295 6.262  0.115
71 H 2.215 -0.757 6.413  0.154
72 H 3.089 0.563 5.488  0.105
73 H 1.147 0.879 3.177  0.124
74 H 1.772 -0.446 2.294  0.130
75 H 3.277 1.719 3.879  0.121
76 H 3.505 1.677 2.180  0.119
77 H 5.474 0.557 2.937  0.116
78 H 4.480 -0.517 2.062  0.095
79 H 4.846 -0.710 5.071  0.111
80 H 5.245 -1.828 3.879  0.100
81 H 3.087 -2.348 5.038  0.140
82 H 2.912 -2.367 3.277  0.128
83 H -0.069 -0.876 4.173  0.064
84 H 0.692 -2.223 4.986  0.129
85 H 0.834 -2.112 3.253  0.106
86 C -10.356 -0.052 -1.238  -0.083
87 C -9.065 0.231 -0.462  -0.217
88 C -8.744 -0.945 0.463  -0.129
89 N -7.364 -0.878 1.043  -0.237
90 C -7.084 -2.184 1.689  -0.124
91 C -5.701 -2.121 2.236  -0.192
92 C -4.666 -2.017 1.197  -0.188
93 C -4.945 -0.758 0.402  -0.142
94 C -6.344 -0.790 -0.089  -0.110
95 C -7.359 0.281 2.085  0.068
96 H -10.408 0.624 -2.119  0.091
97 H -11.239 0.083 -0.659  0.057
98 H -10.326 -1.134 -1.589  0.068
99 H -9.032 1.127 0.071  0.079
100 H -8.392 0.298 -1.329  0.106
101 H -8.689 -1.934 -0.039  0.115
102 H -9.497 -1.055 1.256  0.146
103 H -7.192 -2.967 0.985  0.101
104 H -7.898 -2.317 2.411  0.142
105 H -5.595 -3.000 2.849  0.093
106 H -5.576 -1.342 2.961  0.104
107 H -4.623 -2.974 0.628  0.138
108 H -3.705 -1.965 1.648  0.085
109 H -4.266 -0.731 -0.514  0.127
110 H -4.787 0.118 1.090  0.105
111 H -6.658 -1.602 -0.758  0.113
112 H -6.574 0.187 -0.525  0.124
113 H -6.335 0.611 2.387  0.082
114 H -7.886 -0.050 2.978  0.112
115 H -7.813 1.088 1.557  0.072
116 C -1.869 -1.127 -2.599  -0.075
117 C -0.376 -1.115 -2.317  -0.197
118 C 0.010 0.163 -1.547  -0.122
119 N 1.405 0.617 -1.825  -0.232
120 C 1.538 0.922 -3.323  -0.092
121 C 2.852 1.648 -3.700  -0.099
122 C 2.911 2.891 -2.751  -0.181
123 C 2.829 2.640 -1.309  -0.157
124 C 1.547 1.870 -1.037  -0.110
125 C 2.423 -0.449 -1.464  0.051
126 H -2.136 -0.232 -3.108  0.069
127 H -2.510 -1.147 -1.689  0.073
128 H -2.156 -2.000 -3.176  0.064
129 H 0.039 -0.970 -3.337  0.106
130 H -0.115 -2.022 -1.766  0.087
131 H -0.168 0.055 -0.507  0.128
132 H -0.550 0.974 -1.879  0.105
133 H 0.647 1.578 -3.545  0.152
134 H 1.413 0.005 -3.889  0.112
135 H 2.795 1.882 -4.802  0.142
136 H 3.638 0.950 -3.490  0.080
137 H 2.185 3.629 -3.059  0.099
138 H 3.846 3.448 -2.886  0.078
139 H 2.854 3.574 -0.788  0.102
140 H 3.641 2.034 -0.959  0.091
141 H 0.718 2.536 -1.256  0.124
142 H 1.512 1.592 0.006  0.124
143 H 2.147 -1.388 -1.995  0.123
144 H 2.198 -0.753 -0.471  0.073
145 H 3.504 -0.140 -1.543  0.085
146 C 5.969 3.495 -4.421  -0.084
147 C 7.017 4.098 -3.436  -0.189
148 C 6.615 3.694 -2.014  -0.139
149 N 7.651 3.816 -0.961  -0.292
150 C 6.979 3.301 0.209  -0.130
151 C 7.924 3.236 1.418  -0.156
152 C 9.099 2.292 1.125  -0.201
153 C 9.779 2.736 -0.131  -0.166
154 C 8.754 2.906 -1.291  -0.092
155 C 8.019 5.237 -0.810  0.049
156 H 5.829 2.421 -4.133  0.077
157 H 6.376 3.596 -5.446  0.083
158 H 4.909 3.896 -4.305  0.076
159 H 6.990 5.140 -3.682  0.070
160 H 7.974 3.687 -3.740  0.101
161 H 6.351 2.667 -2.024  0.086
162 H 5.754 4.230 -1.709  0.110
163 H 6.670 2.225 0.000  0.151
164 H 6.134 3.924 0.338  0.086
165 H 7.381 2.964 2.296  0.100
166 H 8.349 4.205 1.696  0.105
167 H 8.656 1.295 0.992  0.110
168 H 9.751 2.126 2.004  0.123
169 H 10.458 1.918 -0.436  0.119
170 H 10.527 3.600 -0.010  0.138
171 H 8.348 1.867 -1.440  0.136
172 H 9.165 3.397 -2.180  0.129
173 H 8.349 5.573 -1.773  0.095
174 H 8.810 5.293 -0.032  0.109
175 H 7.107 5.781 -0.435  0.113
176 C 4.596 6.434 1.004  -0.494
177 O 5.168 7.727 1.143  -0.093
178 O 5.028 5.832 -0.112  -0.195
179 C 5.023 5.660 2.327  -0.488
180 F 4.562 4.356 2.335  0.067
181 F 6.346 5.500 2.549  0.127
182 F 4.475 6.170 3.446  0.122
183 C 4.417 8.856 1.580  -0.271
184 C 5.373 9.930 2.025  -0.066
185 H 6.243 9.983 1.387  0.074
186 H 4.834 10.883 2.178  0.084
187 H 5.751 9.730 3.031  0.074
188 H 3.889 8.520 2.432  0.099
189 H 3.681 9.232 0.885  0.094
190 H 3.524 6.558 1.052  0.106
191 C -2.096 -6.974 -2.412  -0.267
192 O -2.822 -6.408 -3.558  -0.090
193 O -2.869 -6.790 -1.272  -0.093
194 C -1.954 -8.480 -2.649  -0.474
195 F -3.024 -9.146 -3.341  0.055
196 F -0.833 -8.910 -3.264  0.142
197 F -2.031 -9.094 -1.483  0.139
198 C -2.767 -5.021 -3.706  -0.314
199 C -3.532 -4.537 -4.889  -0.065
200 H -3.575 -3.460 -4.828  0.066
201 H -3.032 -4.806 -5.829  0.086
202 H -4.549 -4.951 -4.833  0.073
203 H -1.702 -4.625 -3.722  0.133
204 H -3.195 -4.588 -2.786  0.119
205 H -1.073 -6.473 -2.387  0.157
206 C -8.379 -3.383 -2.232  -0.458
207 O -9.051 -4.549 -2.804  -0.123
208 O -7.572 -3.609 -1.210  -0.185
209 C -7.610 -2.701 -3.390  -0.567
210 F -8.460 -2.432 -4.391  0.134
211 F -7.082 -1.527 -3.022  0.139
212 F -6.659 -3.513 -3.872  0.139
213 C -10.296 -4.836 -2.328  -0.292
214 C -11.433 -3.934 -2.975  -0.063
215 H -11.277 -3.897 -4.072  0.083
216 H -12.418 -4.352 -2.773  0.061
217 H -11.427 -2.883 -2.670  0.040
218 H -10.309 -4.848 -1.214  0.127
219 H -10.649 -5.813 -2.677  0.108
220 H -9.253 -2.708 -2.116  0.109
221 C -3.250 1.695 3.220  -0.528
222 O -3.108 2.653 2.101  -0.103
223 O -4.098 0.722 3.077  -0.149
224 C -1.848 1.239 3.441  -0.496
225 F -1.323 0.408 2.446  0.087
226 F -0.935 2.248 3.563  0.088
227 F -1.734 0.651 4.646  0.115
228 C -4.298 3.424 1.978  -0.291
229 C -4.204 4.417 0.869  -0.077
230 H -3.267 5.003 0.941  0.070
231 H -4.286 3.932 -0.087  0.066
232 H -4.980 5.201 0.944  0.083
233 H -4.447 3.956 2.890  0.108
234 H -5.097 2.711 1.810  0.100
235 H -3.602 2.226 4.100  0.141
236 C 5.720 -0.520 -1.983  -0.467
237 O 5.454 -1.727 -1.213  -0.110
238 O 5.412 0.690 -1.475  -0.197
239 C 7.247 -0.637 -2.322  -0.514
240 F 7.537 -1.881 -2.648  0.154
241 F 7.701 0.165 -3.352  0.096
242 F 8.036 -0.361 -1.218  0.076
243 C 5.955 -1.748 0.131  -0.249
244 C 5.224 -2.886 0.869  -0.038
245 H 5.441 -3.891 0.501  0.083
246 H 5.274 -2.882 1.954  0.049
247 H 4.237 -2.624 0.537  0.056
248 H 5.745 -0.772 0.498  0.080
249 H 6.991 -1.788 0.210  0.087
250 H 5.242 -0.784 -2.951  0.146
251 C -0.970 -4.482 -0.323  -0.371
252 O 0.028 -4.747 -1.457  -0.109
253 O -1.625 -5.455 0.286  -0.060
254 C -0.197 -3.655 0.700  -0.503
255 F 0.521 -4.377 1.497  0.176
256 F 0.518 -2.568 0.339  0.116
257 F -1.238 -2.988 1.472  0.031
258 C 0.978 -5.707 -1.025  -0.327
259 C 1.808 -5.986 -2.168  -0.076
260 H 1.199 -6.116 -3.047  0.079
261 H 2.455 -5.114 -2.407  0.095
262 H 2.474 -6.800 -1.974  0.080
263 H 0.510 -6.614 -0.728  0.115
264 H 1.565 -5.381 -0.215  0.103
265 H -1.562 -3.793 -0.834  0.125
266 C -0.364 5.845 -1.306  -0.396
267 O 0.429 5.002 -0.534  -0.078
268 O -0.114 7.159 -1.040  0.009
269 C -0.081 5.592 -2.759  -0.533
270 F 1.174 6.013 -2.995  0.143
271 F -0.220 4.303 -3.191  0.126
272 F -0.894 6.380 -3.487  0.152
273 C 0.204 5.262 0.897  -0.181
274 C 1.501 4.738 1.481  -0.074
275 H 2.384 4.949 0.804  0.067
276 H 1.677 5.274 2.395  0.069
277 H 1.528 3.626 1.662  0.081
278 H -0.644 4.756 1.368  0.112
279 H 0.072 6.364 1.128  0.141
280 H -1.437 5.728 -1.129  0.171

As for the total energy: -185171.9972 eV. Its net charge is 0.